# 1
This record from the Open Molecules 2025 dataset describes a cluster of 2 separate species, C13H19Cl3N3 in total. The level of theory is ωB97M-V/def2-TZVPD.

The geometry in XYZ format:
```
38
Properties=species:S:1:pos:R:3:forces:R:3
C -4.548 -1.640 2.775 -0.001 0.433 -0.278
C -3.398 -1.242 1.844 -0.358 -0.109 0.619
C -3.676 -1.672 0.420 0.353 -0.562 -0.078
Cl -3.593 -3.458 0.346 -0.081 0.045 -0.137
N -2.662 -1.211 -0.554 -0.825 0.910 1.050
C -2.304 0.123 -0.529 0.657 -0.204 -0.444
N -3.113 1.104 -0.219 -0.094 0.088 0.026
N -1.007 0.390 -0.912 -0.982 0.290 -0.176
C -0.048 0.005 0.095 0.192 0.186 0.138
Cl 0.410 -1.640 0.110 0.005 -0.132 -0.023
C 0.474 0.892 0.953 -0.084 -0.526 -0.172
C 1.513 0.585 1.977 -0.129 0.251 0.137
Cl -0.029 2.550 0.881 -0.112 0.089 -0.113
H -4.800 -2.688 2.684 0.026 -0.193 0.102
H -5.431 -1.049 2.534 -0.181 -0.044 -0.023
H -4.286 -1.401 3.799 0.052 -0.121 0.177
H -2.482 -1.702 2.204 0.251 -0.064 -0.231
H -3.279 -0.164 1.953 0.140 0.121 -0.209
H -4.693 -1.444 0.105 -0.114 0.238 -0.015
H -2.999 -1.398 -1.497 0.704 -0.498 -0.205
H -2.843 2.067 -0.343 0.337 0.118 0.384
H -4.004 0.951 0.225 -0.321 -0.200 -0.410
H -0.896 1.359 -1.188 0.333 0.044 0.037
H 1.416 1.275 2.809 -0.038 0.091 0.076
H 2.513 0.713 1.570 0.131 -0.101 -0.128
H 1.388 -0.419 2.361 0.099 -0.217 -0.060
C 4.268 2.126 -1.801 -0.015 0.033 0.013
C 3.275 1.270 -1.346 -0.002 -0.051 -0.020
C 3.368 -0.096 -1.580 -0.039 0.042 0.023
C 4.461 -0.606 -2.266 0.002 -0.018 0.003
C 5.456 0.248 -2.719 0.001 0.002 -0.005
C 5.358 1.614 -2.489 0.007 -0.005 -0.002
H 4.193 3.190 -1.620 0.003 0.006 0.002
H 2.424 1.674 -0.808 -0.003 0.033 -0.018
H 2.592 -0.766 -1.229 0.071 0.031 -0.027
H 4.538 -1.670 -2.447 0.002 -0.006 -0.004
H 6.309 -0.150 -3.252 0.005 -0.002 -0.008
H 6.133 2.279 -2.847 0.009 0.004 0.003
```
Forces are in eV/Å.

As for the LUMO energy: -4.201 eV. As for the net charge: +1.

***

# 2
This record from the Open Molecules 2025 dataset describes a structure of composition C13H19ClN2O2STi. The level of theory is ωB97M-V/def2-TZVPD.

The geometry in XYZ format:
```
39
Properties=species:S:1:pos:R:3:forces:R:3
Cl 0.444 2.405 -0.355 -0.612 -1.168 0.289
C -1.870 -0.609 -1.299 0.320 -0.193 -0.219
C -1.049 -1.760 -1.088 0.485 0.149 -0.704
C 0.192 -1.548 -1.784 -0.816 -0.008 0.229
H -1.345 -2.662 -0.563 0.153 0.300 0.035
C 0.118 -0.290 -2.460 -0.904 0.062 0.287
C -1.182 0.270 -2.191 0.874 -0.611 -0.153
H -1.571 1.166 -2.667 0.140 0.033 0.482
H -2.865 -0.469 -0.887 0.130 -0.031 -0.231
H 1.041 -2.228 -1.859 -0.293 0.146 0.207
C 1.227 0.328 -3.236 0.199 0.271 -0.326
Ti 0.027 0.090 -0.196 1.328 0.745 -0.917
C 2.219 0.415 0.025 4.567 1.495 1.038
O 3.259 0.794 0.363 -3.970 -1.653 -1.364
C -1.277 0.845 1.224 -4.348 3.356 5.234
O -1.887 1.377 2.071 3.094 -2.764 -4.334
H 2.199 0.094 -2.796 -0.081 -0.040 -0.090
H 1.126 1.413 -3.276 -0.016 -0.088 -0.039
H 1.245 -0.047 -4.266 -0.096 -0.007 0.138
C 2.647 -1.496 3.332 0.616 0.094 -0.276
N 1.328 -1.109 3.862 -0.995 0.021 -0.947
C 1.264 -0.631 5.240 0.092 -0.009 0.700
C 0.246 -1.265 3.089 0.196 -0.378 0.477
S 0.531 -1.639 1.381 -0.144 -0.281 0.163
N -1.036 -1.297 3.507 0.628 0.426 -0.757
C -1.539 -0.473 4.609 -0.229 0.059 0.692
C -2.065 -2.003 2.717 0.081 -0.199 0.045
H 3.343 -1.499 4.176 -0.133 0.014 -0.286
H 3.016 -0.788 2.573 -0.131 -0.199 0.377
H 2.640 -2.508 2.888 -0.182 0.478 0.301
H 1.067 0.448 5.287 0.131 -0.339 -0.043
H 0.510 -1.173 5.821 0.324 0.111 -0.169
H 2.239 -0.809 5.685 -0.121 -0.004 0.098
H -2.540 -0.096 4.344 0.400 -0.181 0.043
H -1.621 -1.094 5.522 -0.082 0.577 -0.368
H -0.871 0.391 4.759 -0.602 -0.483 0.055
H -2.596 -1.329 2.025 0.097 -0.175 0.277
H -1.597 -2.815 2.145 -0.310 0.266 0.302
H -2.783 -2.436 3.428 0.211 0.209 -0.247
```
Forces are in eV/Å.

As for the LUMO energy: -9.092 eV. The energy relative to the best compared isomer or geometry (same formula, charge and spin) comes out at 0.0 kcal/mol. As for the net charge: +2.

***

# 3
This record from the Open Molecules 2025 dataset describes an isolated molecule of C13H19ClN2O3S. The level of theory is ωB97M-V/def2-TZVPD.

The geometry in XYZ format:
```
39
Properties=species:S:1:pos:R:3:forces:R:3
C -2.106 1.778 4.080 0.001 0.016 0.010
C -1.258 0.902 3.217 0.067 -0.058 -0.064
C -0.295 1.431 2.368 -0.091 -0.023 0.132
C 0.481 0.601 1.583 0.395 0.054 -0.393
S 1.676 1.348 0.487 -0.352 0.359 -0.251
O 2.487 0.310 -0.088 -0.302 -0.195 0.125
O 2.328 2.444 1.137 -0.157 0.162 0.093
N 0.637 2.030 -0.639 0.574 -0.111 0.686
C 0.067 1.113 -1.601 -0.050 -0.433 -0.448
C 1.034 0.760 -2.752 -0.007 0.021 0.174
N 0.669 -0.377 -3.562 -0.090 0.019 -0.031
C 0.731 -1.657 -2.880 0.010 -0.218 -0.302
C 0.623 -2.760 -3.935 0.181 -0.004 0.361
O -0.582 -2.653 -4.660 -0.130 -0.093 0.046
C -0.672 -1.397 -5.290 -0.175 0.388 -0.031
C -0.589 -0.256 -4.273 0.061 -0.310 -0.254
C 0.331 -0.770 1.613 0.088 -0.047 -0.035
C -0.626 -1.322 2.449 -0.047 0.077 0.056
C -1.406 -0.487 3.235 0.286 0.069 -0.259
Cl -2.591 -1.196 4.269 -0.153 -0.121 0.128
H -1.964 1.522 5.129 -0.045 0.042 0.073
H -3.160 1.630 3.847 -0.068 0.044 0.041
H -1.852 2.823 3.933 0.001 0.082 0.003
H -0.126 2.494 2.313 -0.085 0.187 0.071
H 1.044 2.857 -1.050 0.231 0.229 0.121
H -0.186 0.212 -1.039 -0.214 -0.066 -0.169
H -0.857 1.555 -1.988 0.028 -0.130 0.119
H 1.131 1.625 -3.416 0.048 0.044 0.062
H 2.010 0.547 -2.311 -0.069 0.124 -0.112
H 1.682 -1.730 -2.352 0.012 -0.045 0.044
H -0.093 -1.784 -2.156 0.060 -0.028 0.020
H 0.611 -3.746 -3.468 0.065 0.052 -0.012
H 1.479 -2.686 -4.621 -0.031 -0.020 0.080
H -1.630 -1.386 -5.813 0.072 0.047 -0.011
H 0.146 -1.286 -6.018 -0.079 0.027 0.034
H -0.615 0.703 -4.795 -0.048 0.028 -0.016
H -1.459 -0.320 -3.597 -0.007 0.040 -0.051
H 0.967 -1.384 0.995 0.037 -0.134 -0.056
H -0.767 -2.390 2.495 -0.020 -0.075 0.015
```
Forces are in eV/Å.

As for the LUMO energy: 0.393 eV. The structure (SMILES) is Cc1cc(S(=O)(=O)NCCN2CCOCC2)ccc1Cl. The energy relative to the best compared isomer or geometry (same formula, charge and spin) comes out at 0.0 kcal/mol. As for the net charge: 0.